C28H25N4NiOS2 | ωB97M-V with the def2-TZVPD basis set

XYZ file:
```
61
Properties=species:S:1:pos:R:3:forces:R:3
Ni -0.1677 -0.0292 0.1242 -0.152 0.007 -0.918
C -0.2176 -2.1238 2.9236 -0.017 -0.015 -0.147
C 0.5491 -0.8743 2.6005 -0.056 -0.047 -0.155
N -0.1074 0.2140 2.4153 -0.184 0.328 1.107
N 0.6177 1.3944 2.5725 -0.117 -0.031 -0.151
C 0.4786 2.3110 1.7011 0.139 0.094 -0.126
S -0.2992 2.2147 0.1457 -0.035 -0.235 0.254
S 1.2968 3.8603 2.0778 0.016 0.044 -0.035
C 2.9250 3.2050 2.5646 -0.085 -0.049 0.034
C 3.0610 2.7635 3.9954 0.041 0.029 0.077
C 2.9556 3.6750 5.0416 -0.004 -0.004 -0.028
C 3.1191 3.2663 6.3561 0.008 -0.011 0.018
C 3.3908 1.9336 6.6420 -0.013 0.021 -0.008
C 3.4898 1.0180 5.6043 -0.004 0.053 -0.035
C 3.3240 1.4308 4.2893 0.079 0.065 -0.052
C 1.9990 -0.9284 2.3751 0.009 -0.190 -0.158
C 2.8804 -1.5569 3.2509 -0.036 -0.139 -0.061
C 4.2466 -1.5641 3.0308 -0.019 -0.084 -0.074
C 4.7332 -0.9428 1.8786 0.026 -0.054 0.044
C 3.8786 -0.3660 0.9640 -0.005 0.007 -0.004
C 2.4751 -0.3611 1.1553 0.033 -0.099 -0.084
O 1.7206 0.1280 0.2182 0.046 -0.109 0.060
H -1.1470 -1.8688 3.4299 -0.015 0.002 -0.015
H 0.3831 -2.7717 3.5633 -0.008 0.006 0.037
H -0.4488 -2.6924 2.0187 0.061 -0.009 0.023
H 3.6244 4.0136 2.3449 0.017 0.005 0.010
H 3.1359 2.3730 1.8935 0.067 0.039 -0.022
H 2.7272 4.7120 4.8210 -0.001 0.009 0.004
H 3.0327 3.9872 7.1602 -0.001 0.005 0.006
H 3.5206 1.6128 7.6684 -0.009 -0.001 0.012
H 3.6910 -0.0257 5.8131 0.005 -0.012 -0.008
H 3.3815 0.7093 3.4816 0.061 0.325 0.213
H 2.4832 -2.0079 4.1542 -0.025 0.001 -0.001
H 4.9201 -2.0316 3.7371 0.003 0.015 0.010
H 5.8017 -0.9215 1.6932 -0.006 0.006 -0.010
H 4.2540 0.0929 0.0574 0.007 -0.003 0.000
C -3.1956 0.6551 0.0387 0.001 0.041 0.007
N -2.0974 -0.2974 -0.0895 0.083 -0.125 0.032
C -2.4063 -1.5381 -0.2630 -0.026 -0.032 0.096
C -1.3525 -2.4743 -0.3863 -0.078 -0.070 -0.181
C -1.2712 -3.8609 -0.5369 0.059 0.012 0.049
C 0.0972 -4.1525 -0.5617 -0.010 0.050 0.004
C 0.7724 -2.9281 -0.4287 0.030 -0.001 -0.044
N -0.1034 -1.9230 -0.3345 0.080 0.135 0.219
C -3.8273 0.9863 -1.2922 0.029 0.003 -0.015
C -5.2077 1.0627 -1.4277 -0.007 0.006 -0.011
C -5.7862 1.3891 -2.6486 0.008 0.003 0.000
C -4.9838 1.6394 -3.7506 0.005 0.000 0.010
C -3.6015 1.5636 -3.6234 -0.012 0.003 0.002
C -3.0272 1.2395 -2.4052 -0.002 0.005 0.007
H -2.7900 1.5644 0.4785 0.020 0.000 0.065
H -3.9552 0.2628 0.7223 -0.009 -0.019 -0.032
H -3.4485 -1.8588 -0.2941 -0.003 0.046 -0.021
H -2.0998 -4.5491 -0.6038 0.015 -0.018 -0.022
H 0.5587 -5.1218 -0.6669 -0.009 -0.005 -0.002
H 1.8360 -2.7424 -0.4034 -0.005 0.010 0.023
H -5.8383 0.8634 -0.5682 0.001 -0.008 0.002
H -6.8644 1.4415 -2.7378 -0.001 -0.001 0.002
H -5.4308 1.8896 -4.7046 0.002 0.000 -0.001
H -2.9676 1.7581 -4.4796 0.003 0.001 0.002
H -1.9503 1.1753 -2.3057 0.000 -0.002 -0.007
```
Forces are in eV/Å.

Properties
- Maximum force: 1.17 eV Å⁻¹
- Molar mass: 556.36 g/mol
- Charge: -1
- E_LUMO: 2.75 eV
- Kohn-Sham gap: 7.20 eV
- HOMO level: -4.4 eV

=====

C30H51N4ORuS3Sb | ωB97M-V with the def2-TZVPD basis set

XYZ file:
```
91
Properties=species:S:1:pos:R:3:forces:R:3
Ru -0.0413 -0.0873 -0.0490 -0.006 0.432 -0.142
C -1.8623 0.8658 -2.1455 -1.737 -0.672 -0.481
N -1.8884 1.0583 -0.6561 0.706 -0.387 -0.527
C -3.0020 0.3937 0.0324 -0.634 -0.159 -0.040
C -2.6293 0.0637 1.4642 -0.466 0.131 0.332
N -1.4889 -0.8695 1.5124 0.824 0.311 -0.065
C -0.6706 -0.7632 2.7637 -0.253 0.436 0.837
C -1.9348 -2.2326 1.2407 -0.046 -0.270 -0.117
C -2.7407 -2.8800 2.1693 -0.049 0.123 0.076
C -3.2105 -4.1643 1.9551 -0.057 -0.059 0.049
C -2.8723 -4.8181 0.7750 0.061 0.035 -0.066
C -2.0857 -4.1808 -0.1670 -0.145 -0.065 0.240
C -1.6046 -2.8779 0.0400 0.105 0.283 -0.405
S -0.6710 -2.1064 -1.2224 -0.282 -0.008 0.328
C -1.8318 2.4754 -0.2877 -0.086 0.311 -0.083
C -2.8564 3.3132 -0.7211 -0.060 -0.100 -0.080
C -2.8860 4.6568 -0.3976 -0.067 0.072 -0.003
C -1.8656 5.1825 0.3892 0.077 -0.027 0.016
C -0.8503 4.3630 0.8397 -0.207 0.084 -0.165
C -0.8096 2.9936 0.5189 0.025 -0.349 0.645
S 0.5005 2.0295 1.1549 -3.330 0.213 0.696
H -2.4183 1.6467 -2.6766 0.127 0.220 0.194
H -2.3277 -0.0706 -2.4599 -0.046 -0.160 0.582
H -0.8304 0.8658 -2.5263 -1.930 -0.635 0.269
H -3.2840 -0.5128 -0.5068 0.304 -0.087 -0.005
H -3.9023 1.0218 0.0467 0.052 0.073 -0.004
H -3.5162 -0.3566 1.9574 0.038 -0.081 0.001
H -2.3867 0.9724 2.0177 0.273 0.031 -0.173
H -1.0442 -1.4140 3.5658 -0.172 -0.110 -0.167
H -0.7349 0.2575 3.1396 0.018 0.070 -0.216
H 0.4023 -1.0415 2.5949 -1.641 0.763 0.386
H -3.0087 -2.3650 3.0861 0.022 -0.002 0.002
H -3.8315 -4.6476 2.6992 -0.002 0.004 -0.001
H -3.2276 -5.8243 0.5846 -0.005 -0.002 0.017
H -1.8338 -4.6854 -1.0912 0.049 0.053 -0.020
H -3.6544 2.9001 -1.3292 0.024 0.001 -0.019
H -3.6921 5.2852 -0.7548 0.001 -0.002 -0.004
H -1.8644 6.2333 0.6547 -0.009 0.004 -0.017
H -0.0599 4.7723 1.4567 0.037 -0.070 0.004
O 1.5864 -0.2585 -0.5609 -0.211 -0.168 -0.211
C 4.2724 -4.4174 2.6387 0.065 0.150 -0.061
N 3.5029 -3.1943 2.5500 -0.084 0.093 0.583
C 4.2546 -2.0375 2.1120 0.015 -0.157 -0.168
C 2.1288 -3.2224 2.4190 0.107 0.155 -0.212
S 1.3432 -2.2075 1.3652 1.749 -2.236 -0.265
N 1.5219 -4.1466 3.2346 0.224 -0.290 -0.101
C 0.1751 -4.6008 2.9639 0.035 0.166 0.056
C 1.9576 -4.3467 4.6023 -0.142 -0.048 -0.061
H 4.8270 -4.5672 1.7043 0.049 -0.026 0.034
H 3.6258 -5.2777 2.7847 -0.049 0.041 0.039
H 4.9918 -4.3591 3.4622 0.029 -0.104 -0.019
H 5.1909 -1.9977 2.6758 0.012 -0.055 -0.021
H 3.6916 -1.1277 2.2990 -0.056 -0.013 -0.096
H 4.4803 -2.0965 1.0417 0.000 0.138 -0.007
H 0.0028 -4.6574 1.8917 -0.039 0.129 0.000
H -0.5631 -3.9273 3.4081 -0.106 -0.066 -0.062
H 0.0486 -5.5981 3.3934 0.007 0.013 0.038
H 2.8875 -3.8219 4.7993 0.024 -0.008 -0.077
H 2.0907 -5.4135 4.8094 0.034 0.023 0.098
H 1.1959 -3.9541 5.2874 0.007 -0.056 0.038
C 0.2554 4.8162 -3.0874 0.172 -0.145 -0.055
C 0.7168 3.5329 -3.7744 0.326 0.035 -0.089
C -0.2572 3.1380 -4.8833 0.229 -0.013 0.082
Sb 0.8424 1.9313 -2.2370 3.257 2.065 0.515
C 1.9582 0.4471 -3.4034 0.045 0.213 -0.588
C 2.8797 1.0474 -4.4652 0.054 -0.060 0.182
C 0.9683 -0.5082 -4.0752 0.003 0.081 0.231
C 2.4646 2.8729 -0.9857 0.578 -0.786 -0.140
C 2.9821 1.9073 0.1123 0.814 0.092 -0.598
C 3.6800 3.4102 -1.7437 -0.310 0.203 -0.011
H 0.1845 5.6410 -3.8080 -0.081 0.025 0.034
H 0.9567 5.1164 -2.3049 -0.060 0.044 0.037
H -0.7267 4.6785 -2.6235 0.008 0.050 0.044
H 1.7043 3.7020 -4.2173 -0.009 0.007 -0.008
H -1.2554 2.9517 -4.4756 -0.025 0.003 -0.049
H 0.0723 2.2341 -5.4013 -0.077 -0.014 -0.020
H -0.3376 3.9348 -5.6336 -0.104 -0.003 0.004
H 2.5434 -0.1252 -2.6860 -0.041 0.139 0.163
H 2.3146 1.6150 -5.2089 0.035 -0.003 -0.028
H 3.4186 0.2484 -4.9908 -0.029 0.019 -0.059
H 3.6255 1.7131 -4.0298 -0.018 0.041 -0.049
H 0.3346 0.0181 -4.7970 0.020 -0.042 -0.047
H 0.3171 -0.9821 -3.3413 -0.016 -0.071 -0.043
H 1.5030 -1.3033 -4.6066 -0.031 0.009 -0.049
H 1.9447 3.7096 -0.5116 -0.069 -0.043 0.008
H 3.5110 1.0555 -0.3206 0.173 0.170 -0.141
H 2.1562 1.4993 0.6960 1.917 -0.147 -0.555
H 3.6734 2.4383 0.7835 -0.058 0.082 -0.021
H 4.2646 2.5963 -2.1752 -0.005 0.027 -0.057
H 4.3417 3.9543 -1.0574 0.020 -0.009 -0.015
H 3.3861 4.1048 -2.5364 0.103 -0.053 -0.081
```
Forces are in eV/Å.

Properties
- Maximum force: 3.89 eV Å⁻¹
- Molar mass: 802.80 g/mol
- Charge: -1
- E_LUMO (spin up / spin down): 2.49 / 2.49 eV
- Kohn-Sham gap (spin up / spin down): 5.49 / 5.34 eV
- HOMO level (spin up / spin down): -3.0 / -2.8 eV
- 2S+1: 2

=====

C3H10N2O | ωB97M-V with the def2-TZVPD basis set

XYZ file:
```
16
Properties=species:S:1:pos:R:3:forces:R:3
C 0.9217 -0.1917 1.3860 -0.038 -0.187 0.178
C 0.8483 -0.1741 -0.1439 0.589 0.325 0.264
N 1.2946 1.1011 -0.6720 -0.163 0.079 -0.070
N -0.4503 -0.4767 -0.7496 -0.801 -1.006 0.352
C -1.5466 0.4275 -0.4046 -0.117 0.509 -0.176
O -0.8461 -1.7778 -0.2286 0.216 -0.157 -0.908
H 0.7559 -1.2045 1.7700 -0.098 0.213 -0.158
H 0.1929 0.4718 1.8600 0.033 -0.013 -0.103
H 1.9147 0.1223 1.7284 -0.159 -0.006 -0.280
H 1.5604 -0.9252 -0.5078 -0.341 -0.046 -0.047
H 1.1234 1.0707 -1.6749 0.172 0.163 0.048
H 0.6914 1.8324 -0.3083 0.128 0.118 0.030
H -1.4910 0.8337 0.6083 0.003 -0.059 0.118
H -1.5606 1.2679 -1.1073 0.101 -0.086 0.115
H -2.5165 -0.0737 -0.5043 0.475 -0.114 -0.059
H -0.8921 -2.3038 -1.0514 0.001 0.265 0.695
```
Forces are in eV/Å.

Properties
- Maximum force: 1.33 eV Å⁻¹
- Molar mass: 90.13 g/mol
- E_LUMO: 0.96 eV
- Kohn-Sham gap: 10.11 eV
- HOMO level: -9.1 eV
- Energy above the lowest of the compared OMol25 structures with the same formula, charge and spin: 226.4 kJ/mol

=====

> Among the records above, which one has the highest maximum force?

C30H51N4ORuS3Sb